*i*
DFT (ωB97M-V/def2-TZVPD) results for C6H9NO as an isolated structure.

Results
- Spin multiplicity: 1

The geometry in XYZ format:
```
17
C6H9NO, DFT ωB97M-V/def2-TZVPD
C -0.78 -0.26 -0.01
C -0.09 -1.25 -1.08
C 1.14 -0.39 -0.69
C 1.24 -0.70 0.83
C 0.06 -0.91 1.22
C 0.17 0.87 -0.58
H -2.13 1.13 0.66
H -2.83 -0.31 0.62
H 0.03 -2.31 -0.86
H -0.53 -1.18 -2.08
H 2.04 -0.22 -1.26
H 2.14 -0.61 1.47
H -0.34 -1.11 2.23
H -0.11 1.32 -1.54
H 1.18 1.63 0.89
N -2.13 0.26 0.10
O 0.63 1.96 0.13
```



*ii*
DFT (ωB97M-V/def2-TZVPD) results for a 2-piece molecular cluster, C6H9NO overall.

Results
- SMILES string: [H]/N=C(/C)C=O.C#CC
- Spin multiplicity: 1

The geometry in XYZ format:
```
17
C6H9NO, DFT ωB97M-V/def2-TZVPD
C 4.33 0.18 0.14
C 3.09 0.25 -0.75
C 2.46 -1.18 -0.93
N 3.25 0.86 -1.90
O 2.84 -2.14 -1.55
H 3.30 0.22 -2.69
H 1.35 -1.11 -0.83
H 4.00 -0.08 1.15
H 5.06 -0.56 -0.18
H 4.87 1.12 0.16
C -5.56 0.19 0.43
C -4.41 0.44 1.27
C -3.45 0.62 2.05
H -6.52 0.04 0.94
H -5.38 -0.76 -0.09
H -5.84 0.97 -0.28
H -3.39 0.92 3.08
```



*iii*
DFT (ωB97M-V/def2-TZVPD) results for a 2-piece molecular cluster, C6H9NO overall.

Results
- SMILES string: c1ccncc1.CO
- Spin multiplicity: 1

The geometry in XYZ format:
```
17
C6H9NO, DFT ωB97M-V/def2-TZVPD
C 3.07 -0.01 0.51
C -0.73 1.21 -0.22
C -2.11 1.16 -0.11
C -2.75 -0.10 0.09
C -1.97 -1.22 -0.06
C -0.59 -1.08 -0.36
H 1.65 0.29 -0.86
H 4.20 -0.09 0.53
H 2.67 0.84 1.05
H 2.72 -0.98 1.03
H -0.10 2.18 -0.15
H -2.62 2.09 -0.11
H -3.76 -0.18 0.32
H -2.33 -2.20 0.03
H -0.07 -2.04 -0.53
N 0.05 0.11 -0.37
O 2.66 0.01 -0.78
```



The computed energies, referenced to the most stable structure and given in hartree, are *i* 0.0722; *ii* 0.1737; *iii* 0.0000.



*i*
DFT (ωB97M-V/def2-TZVPD) results for C6H9NO as an isolated structure.

Results
- Spin multiplicity: 1

The geometry in XYZ format:
```
17
C6H9NO, DFT ωB97M-V/def2-TZVPD
C -1.37 -0.99 -0.39
C -0.35 1.13 0.24
C 1.55 -0.11 0.01
C 0.96 1.08 -0.74
C 0.41 -0.01 1.09
C -0.06 -1.30 0.30
H -1.17 -1.12 -1.50
H -2.17 -1.42 0.11
H -2.19 0.78 0.45
H -0.55 2.14 0.78
H 2.66 0.16 0.26
H 0.58 0.66 -1.79
H 1.71 1.90 -0.86
H 0.41 0.06 2.28
H -0.02 -2.19 0.83
N -1.51 0.56 -0.46
O 1.10 -1.33 -0.61
```



*ii*
DFT (ωB97M-V/def2-TZVPD) results for C6H9NO in the gas phase.

Results
- SMILES string: [H]/N=C/C(=C)[C@H](O)C=C
- Spin multiplicity: 1

The geometry in XYZ format:
```
17
C6H9NO, DFT ωB97M-V/def2-TZVPD
C -0.29 -0.90 0.86
C -0.56 -0.42 -0.54
C -1.07 0.95 -0.73
C 1.21 -0.57 1.01
C -0.29 -1.19 -1.60
C 1.75 0.63 0.85
O -1.06 -0.31 1.88
N -1.02 1.50 -1.86
H -0.69 0.56 2.07
H -0.44 -1.98 0.92
H -1.42 2.44 -1.89
H -1.43 1.45 0.17
H 1.77 -1.36 1.51
H -0.49 -0.82 -2.59
H 0.00 -2.23 -1.50
H 1.25 1.42 0.30
H 2.77 0.83 1.14
```



The computed energies, referenced to the most stable structure and given in hartree, are *i* 0.0642; *ii* 0.0000.



*i*
DFT (ωB97M-V/def2-TZVPD) results for C6H9NO as an isolated structure.

Results
- Spin multiplicity: 1

The geometry in XYZ format:
```
17
C6H9NO, DFT ωB97M-V/def2-TZVPD
C -1.08 1.78 0.69
C 1.83 -1.55 -0.43
N -0.86 0.35 0.45
C 0.05 -0.33 1.10
C -0.44 -0.10 -0.71
C 0.62 -0.77 -0.03
C -0.83 0.01 -1.98
O 0.27 -0.44 2.34
H -0.53 -0.12 2.79
H -1.77 2.20 -0.04
H -1.50 1.94 1.69
H -0.13 2.33 0.63
H 1.61 -2.62 -0.31
H 2.11 -1.38 -1.47
H 2.66 -1.37 0.27
H -0.29 -0.50 -2.76
H -1.72 0.57 -2.23
```



*ii*
DFT (ωB97M-V/def2-TZVPD) results for C6H9NO in the gas phase.

Results
- SMILES string: C=C1C[C@@]2(N)C[C@@H]2O1
- Spin multiplicity: 1

The geometry in XYZ format:
```
17
C6H9NO, DFT ωB97M-V/def2-TZVPD
C 0.00 -0.85 0.32
C -0.71 -2.00 -0.24
C -0.78 -0.60 -0.97
C -0.10 1.33 -0.20
C 0.33 2.61 -0.27
C -0.12 0.40 1.06
H 1.85 -1.56 0.91
H 1.83 -0.46 -0.60
H -1.70 -2.32 0.15
H -0.31 -2.98 -0.68
H -1.75 -0.21 -0.84
H 0.37 3.11 0.85
H 0.21 3.25 -1.22
H 0.73 0.66 1.78
H -1.15 0.38 1.52
N 1.42 -1.29 -0.11
O -0.10 0.53 -1.48
```



The computed energies, referenced to the most stable structure and given in hartree, are *i* 0.0000; *ii* 0.1215.



*i*
DFT (ωB97M-V/def2-TZVPD) results for C2H4N2S3 in the gas phase.

Results
- Spin multiplicity: 1

The geometry in XYZ format:
```
11
C2H4N2S3, DFT ωB97M-V/def2-TZVPD
C -1.32 1.16 -0.23
C 0.85 -0.37 0.02
N -0.34 1.95 0.07
N -0.41 -0.60 -0.65
S -2.85 1.29 -0.01
S 1.29 1.51 -0.10
S -1.33 -1.82 0.05
H 0.97 -0.90 1.10
H 1.67 -0.68 -0.59
H -0.46 3.01 0.26
H -1.30 -2.51 -1.06
```



*ii*
DFT (ωB97M-V/def2-TZVPD) results for C2H4N2S3 in the gas phase.

Results
- Spin multiplicity: 1

The geometry in XYZ format:
```
11
C2H4N2S3, DFT ωB97M-V/def2-TZVPD
C 0.85 0.50 2.12
C -0.71 0.41 -0.91
N -0.18 -0.77 -1.25
N 0.88 -1.19 -0.63
S -0.26 1.02 1.01
S -2.25 0.92 -1.39
S 1.48 -2.65 -1.04
H 1.09 -0.50 2.62
H -0.49 -1.18 -2.19
H -1.95 2.15 -0.88
H 1.53 1.28 2.54
```



The computed energies, referenced to the most stable structure and given in hartree, are *i* 0.0000; *ii* 0.0871.



*i*
DFT (ωB97M-V/def2-TZVPD) results for C2H4N2S3 in the gas phase.

Results
- SMILES string: SC1=CSN(S)N1
- Spin multiplicity: 1

The geometry in XYZ format:
```
11
C2H4N2S3, DFT ωB97M-V/def2-TZVPD
C 0.44 -1.23 0.75
C 1.00 -0.24 0.04
N 0.09 0.25 -0.93
N -1.17 -0.02 -0.66
S -1.16 -1.64 0.18
S 2.56 0.43 0.29
S -2.04 1.23 0.56
H 0.64 -1.83 1.61
H 0.07 1.19 -1.24
H 2.66 1.16 -0.82
H -3.09 0.71 0.22
```



*ii*
DFT (ωB97M-V/def2-TZVPD) results for C2H4N2S3 as an isolated structure.

Results
- Spin multiplicity: 1

The geometry in XYZ format:
```
11
C2H4N2S3, DFT ωB97M-V/def2-TZVPD
C -0.02 0.15 -0.09
C 1.01 0.06 -1.26
H 0.15 2.30 0.05
H -0.52 1.49 1.48
H -1.97 -1.85 2.10
H 0.94 -2.11 -0.79
N 0.06 1.35 0.65
N -0.66 -1.01 0.20
S -1.61 -0.42 1.60
S 1.27 -1.46 -1.95
S 1.34 1.50 -1.99
```



The computed energies, referenced to the most stable structure and given in hartree, are *i* 0.0471; *ii* 0.0000.



*i*
DFT (ωB97M-V/def2-TZVPD) results for C3H6O in the gas phase.

Results
- Spin multiplicity: 1

The geometry in XYZ format:
```
10
C3H6O, DFT ωB97M-V/def2-TZVPD
C -1.43 0.16 0.31
C 0.25 -0.29 0.67
O -0.10 0.91 1.04
C 1.34 -0.26 -0.38
H -1.81 1.16 0.03
H -1.38 -0.41 -0.63
H -2.03 -0.33 1.07
H 1.33 -1.16 -1.01
H 1.34 0.65 -0.99
H 2.29 -0.28 0.18
```



*ii*
DFT (ωB97M-V/def2-TZVPD) results for a 2-piece molecular cluster, C3H6O overall.

Results
- SMILES string: C=C=O.C
- Spin multiplicity: 1

The geometry in XYZ format:
```
10
C3H6O, DFT ωB97M-V/def2-TZVPD
C 1.19 0.73 -1.04
C -1.66 -0.47 0.93
C -0.54 -1.10 1.21
O 0.45 -1.65 1.47
H 1.20 0.87 0.04
H 1.20 1.71 -1.54
H 2.08 0.16 -1.34
H -1.63 0.41 0.29
H 0.30 0.18 -1.34
H -2.60 -0.84 1.33
```



The computed energies, referenced to the most stable structure and given in hartree, are *i* 0.1416; *ii* 0.0000.